(1)
{
  "formula": "C28H28FN4O3Os",
  "method": "ωB97M-V/def2-TZVPD",
  "total_charge": 3,
  "spin_multiplicity": 5,
  "e_homo_ev": [-16.0, -16.0],
  "species": ["Os", "F", "O", "O", "O", "N", "N", "N", "N", "C", "C", "C", "C", "C", "C", "C", "C", "C", "C", "C", "C", "C", "C", "C", "C", "C", "C", "C", "C", "C", "C", "C", "C", "C", "C", "C", "C", "H", "H", "H", "H", "H", "H", "H", "H", "H", "H", "H", "H", "H", "H", "H", "H", "H", "H", "H", "H", "H", "H", "H", "H", "H", "H", "H", "H"],
  "coordinates": [[0.080, -3.399, 0.482], [-2.376, 2.974, -0.031], [4.018, -2.335, 0.703], [-0.057, -1.326, 0.336], [1.956, -3.160, 0.704], [-0.377, 5.062, -0.120], [-2.019, -3.354, 0.344], [2.913, 1.535, 0.353], [-0.390, 7.410, -1.300], [0.590, 0.944, 0.223], [3.205, 0.246, 0.467], [0.381, -7.852, -1.008], [0.908, -0.458, 0.348], [2.839, -2.162, 0.634], [1.236, 3.276, 0.080], [-1.705, 7.058, -0.686], [-3.418, -6.837, 0.514], [4.481, 2.812, -1.092], [-1.105, -6.174, -0.067], [2.275, -0.772, 0.477], [-5.154, -5.253, 0.986], [-2.480, -5.815, 0.307], [-4.240, -4.225, 0.817], [-0.085, 3.707, -0.005], [4.031, 2.501, 0.330], [-4.730, -6.567, 0.847], [-0.744, 1.360, 0.115], [1.348, -5.990, 0.129], [0.412, 6.052, 0.604], [0.709, 7.264, -0.292], [-1.068, 2.679, 0.017], [-0.892, -7.357, -0.777], [1.594, 1.932, 0.222], [0.062, -5.412, 0.264], [1.519, -7.183, -0.530], [-2.923, -4.503, 0.501], [-1.734, 5.549, -0.417], [-0.400, 8.356, -1.684], [-2.515, 7.327, -1.360], [2.019, 4.017, 0.011], [-0.221, 6.772, -2.080], [-3.095, -7.866, 0.445], [-4.567, -3.198, 0.938], [0.498, -8.795, -1.527], [-2.434, 5.368, 0.401], [3.727, 3.399, 0.861], [5.320, 3.506, -1.059], [-5.423, -7.382, 1.007], [-1.747, -7.896, -1.159], [-2.319, -2.655, 1.027], [3.681, 3.260, -1.682], [1.352, 5.632, 0.945], [1.652, 7.166, -0.826], [4.814, 1.905, -1.596], [-1.534, 0.626, 0.133], [4.851, 2.064, 0.894], [0.747, 8.169, 0.311], [-2.108, 5.033, -1.298], [2.220, -5.490, 0.525], [-2.210, -2.921, -0.565], [2.510, -7.591, -0.667], [-1.814, 7.645, 0.224], [-0.133, 6.370, 1.500], [-6.182, -5.029, 1.234], [4.251, -0.019, 0.565]]
}

(2)
{
  "formula": "C42H100F6N6O9S2",
  "method": "ωB97M-V/def2-TZVPD",
  "total_charge": 4,
  "spin_multiplicity": 1,
  "e_homo_ev": -11.1,
  "species": ["S", "S", "F", "F", "F", "F", "F", "F", "O", "O", "O", "O", "O", "O", "O", "O", "O", "N", "N", "N", "N", "N", "N", "C", "C", "C", "C", "C", "C", "C", "C", "C", "C", "C", "C", "C", "C", "C", "C", "C", "C", "C", "C", "C", "C", "C", "C", "C", "C", "C", "C", "C", "C", "C", "C", "C", "C", "C", "C", "C", "C", "C", "C", "C", "C", "H", "H", "H", "H", "H", "H", "H", "H", "H", "H", "H", "H", "H", "H", "H", "H", "H", "H", "H", "H", "H", "H", "H", "H", "H", "H", "H", "H", "H", "H", "H", "H", "H", "H", "H", "H", "H", "H", "H", "H", "H", "H", "H", "H", "H", "H", "H", "H", "H", "H", "H", "H", "H", "H", "H", "H", "H", "H", "H", "H", "H", "H", "H", "H", "H", "H", "H", "H", "H", "H", "H", "H", "H", "H", "H", "H", "H", "H", "H", "H", "H", "H", "H", "H", "H", "H", "H", "H", "H", "H", "H", "H", "H", "H", "H", "H", "H", "H", "H", "H"],
  "coordinates": [[13.535, 12.528, 15.405], [12.084, 15.001, 15.224], [16.080, 13.189, 15.600], [15.505, 11.407, 16.706], [13.373, 15.642, 17.315], [14.923, 13.330, 17.461], [11.767, 14.260, 17.806], [11.220, 16.185, 17.238], [10.766, 14.424, 15.107], [17.738, 16.640, 24.704], [8.523, 11.358, 17.396], [13.901, 11.772, 14.251], [12.578, 11.951, 16.302], [17.354, 18.245, 13.184], [18.292, 11.597, 9.774], [7.698, 16.570, 16.197], [12.425, 16.265, 14.617], [15.432, 11.410, 10.411], [18.686, 16.880, 15.661], [9.321, 9.304, 15.341], [8.699, 19.155, 14.944], [15.292, 14.061, 26.037], [13.341, 14.031, 15.013], [15.717, 12.010, 11.736], [16.768, 16.284, 25.404], [10.189, 9.947, 16.362], [8.541, 10.300, 14.637], [13.935, 11.264, 10.151], [17.446, 17.749, 15.501], [17.503, 19.221, 12.169], [19.323, 14.917, 17.197], [7.332, 19.864, 17.157], [9.517, 10.413, 17.610], [18.184, 18.199, 24.815], [16.040, 12.228, 9.313], [16.694, 14.634, 25.709], [12.121, 15.272, 17.089], [7.788, 16.727, 14.808], [16.160, 12.019, 24.488], [17.462, 18.777, 14.466], [19.170, 16.092, 14.417], [15.168, 13.430, 11.891], [18.164, 15.036, 13.936], [13.211, 13.184, 24.924], [10.224, 8.514, 14.396], [8.701, 20.513, 14.216], [7.610, 7.412, 15.259], [8.363, 8.399, 16.124], [19.801, 17.616, 16.173], [8.597, 19.334, 16.445], [8.234, 12.103, 18.611], [14.408, 14.197, 24.817], [10.108, 18.235, 13.101], [19.686, 11.880, 9.616], [10.083, 18.490, 14.590], [11.327, 9.307, 13.685], [14.977, 14.458, 27.466], [7.703, 15.194, 16.580], [15.099, 12.601, 16.343], [7.572, 18.202, 14.478], [15.988, 9.969, 10.331], [15.299, 9.025, 11.261], [15.730, 12.601, 25.924], [18.225, 15.832, 16.708], [17.452, 12.724, 9.528], [10.772, 7.846, 15.101], [17.725, 13.170, 8.584], [13.565, 10.927, 11.091], [14.890, 12.038, 26.409], [10.882, 10.061, 13.053], [16.569, 19.408, 14.693], [17.590, 13.404, 10.383], [9.419, 19.922, 16.670], [15.226, 9.317, 12.300], [15.937, 14.263, 27.935], [21.012, 15.066, 11.483], [7.883, 15.168, 17.680], [10.843, 17.420, 12.880], [6.651, 18.503, 15.027], [14.990, 14.150, 23.875], [15.389, 13.121, 9.143], [14.168, 13.929, 27.942], [17.953, 18.775, 23.882], [16.691, 19.974, 12.195], [15.527, 14.238, 11.216], [18.327, 14.820, 12.870], [8.251, 6.608, 14.871], [18.361, 19.442, 14.482], [16.044, 10.938, 24.692], [15.414, 12.209, 23.685], [16.089, 11.535, 8.459], [17.029, 10.046, 10.534], [7.167, 12.055, 18.661], [7.384, 18.323, 13.397], [8.752, 16.379, 14.424], [13.950, 15.234, 24.782], [20.192, 11.109, 10.177], [16.845, 14.217, 24.721], [11.929, 8.686, 13.014], [10.402, 19.166, 12.565], [18.504, 19.674, 12.251], [19.958, 11.914, 8.552], [6.731, 14.757, 16.359], [8.757, 18.323, 16.858], [8.750, 20.266, 13.165], [10.885, 19.230, 14.794], [16.810, 12.016, 11.808], [10.742, 10.756, 15.907], [10.926, 9.230, 16.728], [9.630, 7.929, 13.731], [10.267, 17.599, 15.151], [6.892, 6.903, 15.908], [15.385, 13.792, 12.915], [19.947, 12.866, 10.076], [14.340, 8.674, 10.916], [17.465, 18.692, 11.249], [15.941, 9.647, 9.296], [15.895, 8.097, 11.298], [13.764, 10.482, 9.379], [20.617, 16.903, 16.342], [16.372, 17.129, 26.040], [17.315, 15.367, 16.316], [20.077, 15.598, 14.756], [7.421, 19.659, 18.251], [9.110, 17.962, 12.712], [11.851, 9.861, 14.444], [17.535, 18.703, 25.499], [12.619, 13.193, 25.845], [6.995, 16.235, 14.299], [9.127, 9.512, 18.105], [16.596, 12.461, 26.607], [6.420, 19.287, 16.888], [17.152, 15.429, 13.977], [19.259, 18.291, 25.068], [17.480, 14.283, 26.410], [8.462, 14.691, 15.954], [9.462, 21.184, 14.553], [20.115, 15.391, 17.768], [7.178, 20.878, 16.881], [14.827, 15.534, 27.488], [19.347, 16.750, 13.592], [20.164, 18.421, 15.508], [19.798, 14.304, 16.419], [13.487, 12.230, 9.934], [17.462, 18.298, 16.437], [16.648, 17.061, 15.368], [14.085, 13.398, 11.861], [7.765, 9.202, 16.546], [19.549, 18.063, 17.137], [7.802, 20.919, 14.466], [7.002, 7.867, 14.442], [8.724, 11.669, 19.506], [8.462, 13.160, 18.390], [17.969, 16.318, 17.602], [8.984, 7.884, 16.888], [12.509, 13.485, 24.085], [18.963, 14.133, 17.870], [10.345, 10.806, 18.217], [17.184, 12.135, 24.188], [13.429, 12.211, 24.512], [18.180, 14.086, 14.569], [9.157, 11.005, 14.070], [7.894, 9.792, 13.941], [7.913, 10.912, 15.298], [15.197, 11.382, 12.491]]
}